Below is a 2-piece molecular cluster, C23H42N2O6P overall at a distorted geometry, with properties calculated with ωB97M-V/def2-TZVPD.

For the electronic energy, the calculation gives -49071.1925 eV. Its HOMO energy is -1.96 eV. Its orbital gap is 2.09 eV. For the LUMO energy, the calculation gives 0.1 eV.

```
! RIJCOSX wB97M-V def2-TZVPD def2/J DEFGRID3
* xyz -1 1
C 0.480 4.448 2.857
C -1.032 4.825 2.389
C -1.105 4.785 0.777
N -2.322 4.114 0.215
N -1.911 2.991 -0.485
C -1.331 3.244 -1.835
C -0.774 2.139 -2.758
O -0.229 2.540 -4.038
C -0.837 0.649 -2.239
C -0.235 -0.508 -3.131
O -0.557 -0.676 -4.359
O 0.682 -1.425 -2.517
C 1.863 -0.763 -2.005
C 2.880 -1.776 -1.221
C 2.314 -3.272 -1.075
C 1.034 -3.424 -0.111
C 0.815 -2.215 0.922
C 1.922 -2.119 2.092
C 2.075 -0.551 2.527
C 2.750 -0.408 4.011
O 1.958 0.467 4.888
C 0.863 -0.265 5.487
C -1.476 0.385 -0.828
C -2.015 1.596 0.023
P -2.784 1.208 1.697
C -1.720 0.014 2.722
C -4.393 0.198 1.358
C -4.082 -1.201 0.606
H 0.585 3.292 2.865
H 1.281 4.818 2.110
H 0.745 4.888 3.879
H -1.233 5.907 2.761
H -1.762 4.110 2.908
H -1.067 5.869 0.357
H -0.111 4.304 0.420
H -3.029 3.901 0.932
H -1.247 4.325 -2.209
H -0.974 3.037 -4.468
H 1.630 0.078 -1.237
H 2.473 -0.233 -2.838
H 3.863 -1.750 -1.836
H 3.152 -1.303 -0.203
H 2.076 -3.663 -2.123
H 3.174 -3.899 -0.605
H 0.103 -3.427 -0.807
H 1.005 -4.435 0.437
H -0.197 -2.423 1.456
H 0.661 -1.185 0.408
H 1.477 -2.637 3.032
H 2.941 -2.580 1.817
H 2.660 0.052 1.733
H 1.049 -0.026 2.618
H 2.901 -1.456 4.448
H 3.747 0.162 3.859
H 0.350 -0.931 4.707
H 1.187 -0.948 6.365
H 0.082 0.511 5.850
H -1.528 -0.705 -0.455
H -1.046 -0.645 2.074
H -2.440 -0.713 3.275
H -1.105 0.524 3.547
H -4.835 -0.032 2.402
H -5.053 0.899 0.732
H -3.083 -1.665 0.941
H -3.943 -0.935 -0.513
H -4.904 -1.989 0.715
O 2.513 -2.631 -6.210
C 1.205 -2.732 -6.192
C 0.689 -3.289 -7.641
O -0.619 -3.372 -7.631
H 0.632 -1.806 -6.011
H 0.765 -3.412 -5.442
H 1.251 -4.226 -7.806
H 1.146 -2.622 -8.391
*
```

Below is a 2-piece molecular cluster, C2H9NO2 overall at a distorted geometry, with properties calculated with ωB97M-V/def2-TZVPD.

For the electronic energy, the calculation gives -7804.4930 eV. Its HOMO energy is -9.12 eV. The value obtained for the energy above the lowest of the compared OMol25 structures with the same formula, charge and spin is 5.37 kcal per mole. As for the structure (SMILES): NCCO.O. Its orbital gap is 10.00 eV. For the LUMO energy, the calculation gives 0.9 eV.

```
! RIJCOSX wB97M-V def2-TZVPD def2/J DEFGRID3
* xyz 0 1
N -0.146 -0.166 0.757
C -0.792 0.551 -0.337
C 0.224 1.395 -1.109
O -0.142 1.496 -2.463
H 0.447 -0.944 0.455
H -0.847 -0.599 1.353
H -1.567 1.181 0.104
H -1.289 -0.093 -1.073
H 1.200 0.912 -0.963
H 0.338 2.379 -0.638
H -0.061 2.408 -2.748
O 0.619 -2.762 2.613
H 1.541 -2.647 2.336
H 0.659 -2.841 3.577
*
```

Below is C4H11NS2 as an isolated structure at a distorted geometry, with properties calculated with ωB97M-V/def2-TZVPD.

For the electronic energy, the calculation gives -27478.1176 eV. Its HOMO energy is -7.18 eV. The value obtained for the energy above the lowest of the compared OMol25 structures with the same formula, charge and spin is 210.95 kcal per mole. Its orbital gap is 4.38 eV. For the LUMO energy, the calculation gives -2.8 eV.

```
! RIJCOSX wB97M-V def2-TZVPD def2/J DEFGRID3
* xyz 0 1
N 1.775 0.934 -0.613
C 1.043 -0.299 -0.714
C 0.071 -0.571 0.465
S -1.690 -0.410 -0.035
S 4.512 0.063 -0.429
C -4.158 -0.072 1.482
C -4.418 0.722 0.335
H 1.971 1.340 -1.518
H 2.716 0.810 -0.216
H 1.655 -1.197 -0.809
H 0.389 -0.323 -1.589
H 0.223 0.163 1.264
H 0.188 -1.551 0.927
H -3.578 -0.977 1.529
H -4.642 0.139 2.433
H -4.239 0.273 -0.630
H -5.296 1.353 0.402
H -3.367 1.004 1.065
*
```

Below is one molecule with the formula C3H4ClN3 at a distorted geometry, with properties calculated with ωB97M-V/def2-TZVPD.

For the electronic energy, the calculation gives -20164.5490 eV. Its HOMO energy is -8.73 eV. The value obtained for the energy above the lowest of the compared OMol25 structures with the same formula, charge and spin is 92.45 kcal per mole. Its orbital gap is 9.50 eV. For the LUMO energy, the calculation gives 0.8 eV.

```
! RIJCOSX wB97M-V def2-TZVPD def2/J DEFGRID3
* xyz 0 1
C 0.686 0.583 0.135
C 0.364 -1.418 -0.626
C -1.468 0.346 0.862
N -0.231 -0.372 0.169
N 1.707 0.347 -0.586
N 1.525 -0.904 -1.053
Cl -2.546 0.392 -0.453
H 0.602 1.558 0.587
H -0.828 1.202 0.953
H -1.801 -0.243 1.703
H 1.991 -1.490 -1.691
*
```

Below is C10H15BiClI2N2O2P as an isolated structure at a distorted geometry, with properties calculated with ωB97M-V/def2-TZVPD.

For the electronic energy, the calculation gives -61525.6781 eV. Its HOMO energy is -14.60 eV. The value obtained for the energy above the lowest of the compared OMol25 structures with the same formula, charge and spin is 0.00 kcal per mole. Its orbital gap is 5.88 eV. For the LUMO energy, the calculation gives -8.7 eV.

```
! RIJCOSX wB97M-V def2-TZVPD def2/J DEFGRID3
* xyz 2 1
I 2.007 -4.621 -2.260
I -0.776 -4.784 -1.563
Bi 0.267 -0.523 -0.761
P 0.021 0.594 -3.261
C -1.663 0.723 -3.895
C 0.927 2.142 -3.377
H 1.926 -0.854 -3.623
H 0.984 -0.384 -5.107
H 0.375 -1.694 -3.985
C 0.927 -0.745 -4.069
H 1.925 2.031 -2.922
H 0.981 2.286 -4.469
H -1.473 0.979 -4.951
H -2.187 1.531 -3.352
H 0.340 2.940 -2.889
H -2.174 -0.251 -3.783
C -2.241 -0.058 -0.651
O -3.387 -0.089 -0.593
Cl 2.863 0.004 -0.861
N -1.000 -0.709 6.012
C -0.781 -1.313 4.790
O -0.994 -2.492 4.578
C -0.179 -0.372 3.780
C 0.650 0.717 4.098
C 1.205 1.538 3.098
C 0.918 1.260 1.769
N 0.166 0.153 1.495
C -0.373 -0.680 2.460
H -1.392 -1.255 6.712
H -0.921 0.312 6.177
H 0.854 0.935 5.145
H 1.851 2.402 3.303
H 1.307 1.813 0.912
H -0.955 -1.535 2.043
*
```

Below is a 7-piece molecular cluster, C38H64Br13Cl2F3IN4O5 overall at a distorted geometry, with properties calculated with ωB97M-V/def2-TZVPD.

For the electronic energy, the calculation gives -1008468.5696 eV. Its HOMO energy is -10.83 eV. Its orbital gap is 5.68 eV. For the LUMO energy, the calculation gives -5.2 eV.

```
! RIJCOSX wB97M-V def2-TZVPD def2/J DEFGRID3
* xyz 1 1
C 5.198 1.333 -0.962
C 5.231 2.995 -1.128
C 3.744 3.661 -1.308
C 2.721 3.362 -0.021
C 1.202 3.418 -0.637
C 0.119 2.435 0.164
C -0.189 1.017 -0.589
C 1.320 0.430 -1.013
C -1.226 1.108 -1.874
F -0.368 0.981 -3.118
C -1.956 2.565 -2.081
C -2.625 2.753 -3.605
C -3.010 4.379 -3.686
O -3.856 4.719 -4.840
C -5.246 4.271 -4.671
C -6.121 4.275 -3.285
O -5.863 3.752 -5.769
N -2.116 -0.092 -1.940
C -3.561 0.095 -1.728
C -4.331 -1.281 -1.162
O -4.642 -1.492 0.118
C -1.515 -1.353 -1.386
N -1.161 -2.485 -2.145
C -0.579 -3.590 -1.274
C -0.192 -4.982 -2.004
C -0.879 -6.253 -1.161
Br -1.338 -7.654 -2.568
C -1.319 -2.499 -3.649
Cl 0.309 -2.833 -4.566
C -2.528 -3.473 -4.220
C -2.021 -4.460 -5.473
Cl -3.447 -4.433 -2.936
N -1.283 -1.316 0.115
C -0.740 -0.007 0.619
I -2.484 0.922 1.673
N 0.307 -0.342 1.649
C -0.032 0.051 3.057
O 0.400 1.225 3.600
F -0.765 -0.814 4.059
C 0.855 -1.741 1.549
O 0.352 -2.835 2.188
F 2.112 -2.049 0.768
H 5.739 0.838 -1.901
H 4.102 0.923 -0.954
H 5.811 1.087 0.008
H 5.880 3.524 -0.309
H 5.803 3.175 -2.160
H 3.762 4.810 -1.590
H 3.248 3.119 -2.249
H 2.992 2.359 0.532
H 2.882 4.280 0.722
H 1.120 3.204 -1.784
H 0.826 4.541 -0.487
H 0.639 2.239 1.220
H -0.805 3.113 0.384
H 1.243 -0.699 -1.395
H 1.834 1.025 -1.874
H 2.085 0.479 -0.098
H -1.213 3.495 -2.011
H -2.791 2.791 -1.260
H -1.849 2.576 -4.463
H -3.643 2.193 -3.730
H -1.988 4.974 -3.840
H -3.447 4.760 -2.651
H -6.415 5.385 -3.039
H -5.479 3.807 -2.393
H -7.074 3.561 -3.368
H -4.076 0.281 -2.790
H -3.926 0.946 -1.020
H -4.650 -2.048 -1.986
H 0.430 -3.137 -0.824
H -1.354 -3.881 -0.412
H 0.969 -5.174 -1.958
H -0.541 -5.118 -3.109
H -0.130 -6.759 -0.416
H -1.901 -5.975 -0.665
H -1.592 -1.423 -4.099
H -3.356 -2.786 -4.742
H -1.612 -3.851 -6.392
H -3.028 -4.973 -5.859
H -1.335 -5.337 -5.121
H -2.098 -1.673 0.659
Br 8.567 3.317 -1.331
C 9.523 2.759 0.275
C 9.814 1.277 0.250
Br 8.219 0.238 0.678
H 8.918 3.069 1.131
H 10.453 3.334 0.266
H 10.540 1.013 1.025
H 10.176 0.920 -0.718
Br -3.034 8.187 -3.604
C -4.874 8.729 -3.961
C -5.621 9.005 -2.677
Br -6.141 7.345 -1.793
H -5.327 7.940 -4.567
H -4.790 9.640 -4.561
H -6.562 9.523 -2.882
H -5.041 9.584 -1.952
Br 0.234 -0.226 9.417
C 0.039 -1.565 8.012
C -1.372 -2.101 7.959
Br -1.696 -3.375 9.401
H 0.791 -2.336 8.199
H 0.287 -1.040 7.084
H -1.535 -2.669 7.038
H -2.137 -1.324 8.043
Br 4.519 -0.305 4.655
C 3.143 -1.687 4.618
C 2.994 -2.347 5.969
Br 4.444 -3.610 6.300
H 3.413 -2.385 3.821
H 2.223 -1.165 4.341
H 2.081 -2.947 6.007
H 2.994 -1.638 6.802
Br 3.234 -2.949 -6.423
C 3.039 -4.288 -7.829
C 1.628 -4.824 -7.882
Br 1.304 -6.098 -6.439
H 3.791 -5.059 -7.641
H 3.287 -3.764 -8.756
H 1.465 -5.392 -8.802
H 0.863 -4.047 -7.798
Br -1.287 -2.092 13.750
C -2.117 -3.770 13.201
C -2.498 -4.608 14.399
Br -0.935 -5.480 15.176
H -1.414 -4.268 12.528
H -3.007 -3.476 12.638
H -3.160 -5.427 14.102
H -2.972 -4.034 15.199
*
```